# 1
This record from OMol25 describes a 2-piece molecular cluster, C4H12S4 overall. The level of theory is ωB97M-V/def2-TZVPD.

As for the structure (SMILES): CSSC.CSSC. Its spin multiplicity is 1. The calculation puts the molar mass at 188.41 g/mol. Its highest occupied orbital energy is -8.80 eV. For the largest force on an atom, the calculation gives 2.20 eV/Å. Its frontier orbital gap is 9.5 eV. As for the total charge: 0. The calculation puts the energy relative to the best compared isomer or geometry (same formula, charge and spin) at 25.9 kcal per mole.

Each line ends with the natural charge from an NBO analysis.
Positions of all 20 atoms, in Å:
C 0.843 0.816 -4.524  -0.77
S 1.855 -0.394 -3.661  0.09
S 1.397 -0.136 -1.638  0.10
C 0.052 -1.174 -1.149  -0.79
H 1.016 1.796 -4.050  0.23
H -0.228 0.566 -4.436  0.22
H 1.099 0.893 -5.594  0.24
H -0.899 -0.715 -1.469  0.22
H -0.016 -1.410 -0.073  0.22
H 0.193 -2.115 -1.707  0.23
C -0.048 1.582 4.078  -0.77
S -1.059 1.749 2.604  0.12
S -0.276 0.287 1.316  0.08
C -1.008 -1.298 1.734  -0.78
H 1.042 1.617 3.912  0.23
H -0.312 0.586 4.472  0.22
H -0.313 2.341 4.833  0.23
H -1.972 -1.351 2.269  0.25
H -0.249 -1.839 2.324  0.22
H -1.119 -1.799 0.758  0.22

Force components x, y, z for each atom (eV/Å):
C -0.80 0.82 0.33
S -0.15 -0.62 0.65
S 1.34 1.14 -0.23
C -0.99 -1.22 -1.53
H -0.14 -0.33 -0.32
H 0.45 0.10 -0.11
H 0.16 -0.31 0.51
H 0.22 -0.29 0.31
H 1.19 0.28 -1.62
H -0.29 0.14 0.34
C 0.30 -0.90 0.73
S 0.25 -0.36 -0.79
S -0.55 1.82 0.98
C -0.05 -1.04 0.66
H -0.54 0.11 -0.23
H 0.35 0.47 0.23
H -0.10 -0.21 -0.49
H 0.42 0.60 -0.27
H -0.49 -0.06 -0.21
H -0.58 -0.11 1.08

***

# 2
This record from OMol25 describes a 2-piece molecular cluster, C4H12Si overall. The level of theory is ωB97M-V/def2-TZVPD.

The expectation value of S² is 2.00. Its spin multiplicity is 3. The calculation puts the molar mass at 88.23 g/mol. Its highest occupied orbital energy (spin up / spin down) is -6.12 / -11.26 eV. For the largest force on an atom, the calculation gives 4.15 eV/Å. Its frontier orbital gap (spin up / spin down) is 7.0 / 10.1 eV. As for the total charge: 0.

Each line ends with the Löwdin spin population.
Positions of all 17 atoms, in Å:
C 0.531 -0.047 1.471  0.11
C -0.934 -1.518 -0.036  0.09
C 1.241 -0.654 -0.969  0.08
C 0.119 -0.442 0.097  0.70
Si -0.780 2.259 -0.551  0.67
H 1.288 0.748 1.471  0.00
H -0.348 0.224 2.056  0.01
H 0.955 -0.819 2.065  0.03
H -1.841 -1.108 -0.604  0.03
H -1.369 -1.813 0.887  0.00
H -0.551 -2.482 -0.371  0.01
H 1.363 -1.658 -1.327  0.01
H 1.085 -0.029 -1.829  0.03
H 2.243 -0.402 -0.643  0.00
H -1.211 2.423 -1.977  0.08
H 0.392 2.934 0.132  0.08
H -2.184 2.386 0.129  0.06

Force components x, y, z for each atom (eV/Å):
C -0.51 1.27 -0.46
C -1.18 1.28 -0.43
C -0.46 1.09 1.17
C 2.19 -3.47 -0.60
Si -1.79 0.49 0.16
H -0.35 0.10 0.01
H -0.09 0.51 0.04
H 0.61 -1.31 0.27
H 1.20 -0.89 0.10
H -0.41 0.22 1.36
H -0.02 0.30 -0.90
H -0.54 -0.73 -0.12
H -0.30 0.38 -0.70
H 0.16 0.41 0.56
H 0.74 0.35 0.18
H -0.62 0.01 -0.56
H 1.37 0.00 -0.08

***

# 3
This record from OMol25 describes C4H13AsBr2OP as an isolated structure. The level of theory is ωB97M-V/def2-TZVPD.

Its spin multiplicity is 1. The calculation puts the molar mass at 342.85 g/mol. Its highest occupied orbital energy is -3.98 eV. For the largest force on an atom, the calculation gives 3.91 eV/Å. Its frontier orbital gap is 6.9 eV. As for the total charge: -1. The calculation puts the energy relative to the best compared isomer or geometry (same formula, charge and spin) at 42.7 kcal per mole.

Each line ends with the natural charge from an NBO analysis.
Positions of all 22 atoms, in Å:
C 3.456 -0.048 -0.037  -0.66
C 1.888 -0.467 -0.440  -0.26
Br 1.831 -0.306 -2.472  -0.05
C 0.926 0.620 0.322  -0.58
Br 1.510 2.538 -0.055  -0.07
As -1.050 0.421 -0.034  0.77
C -1.214 -1.282 1.063  -1.02
P -3.320 0.428 -0.559  1.02
O -4.226 0.521 0.734  -1.14
H 3.477 0.470 1.027  0.22
H 4.205 -0.947 -0.127  0.20
H 3.790 0.735 -0.873  0.23
H 1.745 -1.583 -0.075  0.24
H 1.104 0.485 1.492  0.23
H -0.854 -0.475 -1.283  -0.20
H -0.963 1.754 -0.872  -0.18
H -1.409 1.208 1.260  -0.17
H -0.587 -2.118 0.500  0.19
H -0.849 -1.135 2.189  0.21
H -2.339 -1.613 0.995  0.23
H -3.576 1.591 -1.420  -0.09
H -3.546 -0.798 -1.335  -0.11

Force components x, y, z for each atom (eV/Å):
C -0.01 0.46 -1.14
C 2.02 1.07 2.08
Br -0.18 -0.41 1.39
C 1.97 -1.51 1.06
Br -0.19 -1.25 0.27
As 0.06 0.59 -0.02
C 0.15 -1.98 0.54
P -2.51 0.30 2.99
O 1.32 -0.33 -2.82
H 0.02 -1.27 -2.25
H -1.55 1.57 0.35
H -0.64 -1.57 2.16
H -0.31 2.45 -1.09
H -0.17 0.23 -2.49
H 0.24 -0.29 -0.57
H -0.07 0.05 -0.26
H -0.01 0.39 0.29
H -1.13 1.50 1.33
H -0.94 -0.45 -2.36
H 2.09 0.59 0.52
H 0.05 -1.02 0.02
H -0.22 0.88 0.00

***

# 4
This record from OMol25 describes C4H13Br3O3 as an isolated structure. The level of theory is ωB97M-V/def2-TZVPD.

Its spin multiplicity is 1. The calculation puts the molar mass at 348.86 g/mol. Its highest occupied orbital energy is -9.86 eV. For the largest force on an atom, the calculation gives 2.32 eV/Å. Its frontier orbital gap is 9.9 eV. As for the total charge: 0.

Each line ends with the natural charge from an NBO analysis.
Positions of all 23 atoms, in Å:
C 1.771 2.789 -0.769  -0.25
O 2.327 2.211 -1.952  -0.74
H 0.731 3.090 -0.981  0.17
H 1.701 2.041 0.010  0.18
H 2.340 3.625 -0.365  0.16
H 2.682 1.345 -1.796  0.48
C -3.568 -1.511 2.084  -0.26
O -3.819 -1.429 0.621  -0.76
H -4.435 -0.927 2.373  0.19
H -3.554 -2.533 2.457  0.18
H -2.730 -0.918 2.430  0.18
H -3.411 -2.213 0.162  0.47
C 2.901 -1.935 -0.451  -0.26
O 2.989 -0.494 -0.187  -0.75
H 3.427 -2.570 0.301  0.17
H 1.822 -2.128 -0.577  0.19
H 3.367 -2.082 -1.400  0.17
H 3.905 -0.256 0.049  0.47
C -1.742 0.747 -0.401  -0.49
Br -2.139 2.531 0.203  0.08
Br -0.407 -0.222 0.653  0.06
Br -1.522 0.606 -2.296  0.10
H -2.634 0.233 -0.168  0.24

Force components x, y, z for each atom (eV/Å):
C -0.60 -0.81 -0.22
O -0.14 1.18 -0.21
H 0.46 0.16 -0.01
H 0.03 -0.22 0.30
H 0.16 0.14 -0.35
H 0.06 -0.55 0.55
C -1.35 0.96 -1.62
O 1.49 -1.60 0.27
H -0.24 -0.46 0.94
H -0.09 0.11 -0.01
H 0.63 -0.25 -0.37
H -0.49 1.24 0.82
C 0.01 1.24 0.32
O 0.44 -0.67 0.38
H -0.74 0.56 -0.30
H 0.57 -0.19 0.44
H 0.34 -0.49 -0.74
H -0.58 -0.35 -0.17
C 0.13 -0.06 0.30
Br 0.45 0.06 -0.01
Br -0.09 0.58 -0.46
Br 0.32 0.09 0.09
H -0.78 -0.67 0.08

***

# 5
This record from OMol25 describes C4H13Cl3GeN3W as an isolated structure. The level of theory is ωB97M-V/def2-TZVPD.

The expectation value of S² is 0.76. Its spin multiplicity is 2. The calculation puts the molar mass at 465.98 g/mol. Its highest occupied orbital energy (spin up / spin down) is -26.26 / -26.70 eV. For the largest force on an atom, the calculation gives 0.55 eV/Å. Its frontier orbital gap (spin up / spin down) is 7.6 / 8.5 eV. As for the total charge: +4. The calculation puts the energy relative to the best compared isomer or geometry (same formula, charge and spin) at 2.9 kcal per mole.

Each line ends with the Löwdin spin population.
Positions of all 25 atoms, in Å:
W -0.495 -0.053 1.423  0.94
N -1.050 -1.652 0.054  0.01
C -0.240 -1.694 -1.238  0.00
C 1.164 -1.276 -0.885  0.00
N 1.127 0.017 -0.063  -0.01
C 1.164 1.306 -0.880  0.00
C -0.243 1.704 -1.235  0.00
N -1.062 1.607 0.037  0.01
H -2.051 -1.595 -0.187  0.00
H -0.970 -2.568 0.514  0.01
H -0.260 -2.709 -1.641  0.00
H -0.725 -1.043 -1.961  0.00
H 1.658 -2.031 -0.270  0.00
H 1.781 -1.118 -1.771  0.00
H 2.014 0.020 0.455  0.00
H 1.651 2.062 -0.261  0.00
H 1.784 1.155 -1.765  0.00
H -0.278 2.725 -1.620  0.00
H -0.701 1.061 -1.983  0.00
H -0.950 2.493 0.547  0.01
H -2.055 1.604 -0.219  0.00
Cl -2.407 0.423 2.338  -0.04
Ge -0.004 -0.003 4.814  0.03
Cl 0.252 -1.723 2.960  0.02
Cl 0.897 1.288 2.837  0.02

Force components x, y, z for each atom (eV/Å):
W -0.02 0.16 -0.37
N 0.10 0.01 0.03
C -0.03 -0.01 0.04
C 0.03 0.06 0.03
N -0.05 -0.04 0.06
C 0.04 -0.05 0.01
C -0.02 0.01 0.02
N 0.18 -0.07 0.00
H -0.01 -0.01 -0.01
H 0.00 -0.02 -0.01
H -0.01 -0.01 0.00
H -0.01 0.01 -0.01
H 0.01 -0.01 0.00
H 0.00 0.00 0.00
H 0.00 -0.02 0.01
H -0.01 0.01 0.00
H 0.01 -0.01 0.00
H -0.01 0.01 0.01
H 0.00 0.00 -0.01
H -0.02 0.02 -0.01
H -0.01 0.00 -0.01
Cl -0.36 0.00 -0.13
Ge 0.50 -0.11 0.19
Cl -0.16 -0.06 0.09
Cl -0.14 0.12 0.05

***

# 6
This record from OMol25 describes a 2-piece molecular cluster, C4H13N overall. The level of theory is ωB97M-V/def2-TZVPD.

As for the structure (SMILES): CNC.CC. Its spin multiplicity is 1. The calculation puts the molar mass at 75.16 g/mol. Its highest occupied orbital energy is -8.31 eV. For the largest force on an atom, the calculation gives 5.39 eV/Å. Its frontier orbital gap is 9.3 eV. As for the total charge: 0. The calculation puts the energy relative to the best compared isomer or geometry (same formula, charge and spin) at 34.0 kcal per mole.

Each line ends with the natural charge from an NBO analysis.
Positions of all 18 atoms, in Å:
C -1.725 1.136 -1.161  -0.40
N -2.205 0.100 -0.173  -0.67
C -3.511 0.254 0.413  -0.41
H -2.751 1.381 -1.739  0.17
H -1.083 0.724 -1.956  0.20
H -1.258 1.915 -0.652  0.19
H -1.879 -0.925 -0.386  0.37
H -3.693 -0.395 1.294  0.21
H -3.541 1.219 0.923  0.18
H -4.346 0.278 -0.225  0.16
C 3.604 -1.438 0.785  -0.61
C 3.672 -0.013 0.106  -0.61
H 2.606 -1.747 1.021  0.20
H 4.148 -2.225 0.394  0.20
H 4.030 -1.444 1.812  0.19
H 3.060 -0.186 -0.848  0.21
H 4.702 0.362 -0.089  0.21
H 3.198 0.703 0.802  0.21

Force components x, y, z for each atom (eV/Å):
C -4.34 -2.86 -1.44
N 2.33 -2.56 -0.85
C 1.22 0.67 1.90
H 2.42 0.51 1.02
H -0.05 -0.06 0.66
H 0.49 1.61 0.58
H -1.21 2.97 0.42
H 0.26 -0.28 -0.87
H 0.11 0.43 -0.12
H -1.22 -0.42 -1.28
C 0.38 2.36 2.47
C -0.72 -1.68 -0.26
H -0.83 -0.12 -0.53
H 0.88 -1.41 -1.76
H 0.03 0.61 -0.31
H 1.01 1.05 1.14
H -0.75 -0.54 -0.09
H -0.02 -0.26 -0.66